(1)
The molecule C4H9NO2. Source: the OMol25 dataset; level of theory: the ωB97M-V functional and the def2-TZVPD basis.

## Properties
Calculated total energy in eV: -9876.54747
Energy above the lowest of the compared OMol25 structures with the same formula, charge and spin in kcal/mol: 81.0
Max |F| in Eh/bohr: 0.012
2S+1: 1
HOMO-LUMO gap in eV: 10.5
Highest occupied orbital energy in eV: -9.591
Structure (SMILES): COC/C(C)=N\O
LUMO in eV: 0.907
Net charge: 0

XYZ file:
```
16
Properties=species:S:1:pos:R:3:forces:R:3
C -1.855367 0.315228 -0.564594 -0.1778 -0.1228 -0.2195
O -1.120480 1.082354 0.360681 0.0021 0.0520 0.0532
C -0.237042 0.288980 1.123694 0.0983 -0.1526 0.2057
C 0.944843 -0.166159 0.294976 0.0800 -0.1592 -0.3007
C 1.755801 0.854593 -0.449666 0.1437 0.2179 -0.1946
N 1.222985 -1.377253 0.009735 -0.1728 0.6004 -0.1020
O 0.276714 -2.287244 0.535669 -0.1511 -0.2323 -0.1038
H -2.622460 0.965149 -0.990871 0.1320 -0.0714 0.0332
H -1.217432 -0.065030 -1.376990 -0.0659 0.0359 0.0922
H -2.344507 -0.543210 -0.079023 0.0872 0.1619 -0.0357
H -0.743928 -0.593884 1.521675 -0.0212 0.1875 0.0534
H 0.105793 0.915558 1.954057 0.0353 -0.0845 -0.1558
H 1.607136 1.875430 -0.097090 0.0265 -0.1421 0.1965
H 1.416964 0.836590 -1.489578 0.0301 0.0645 0.0369
H 2.818807 0.607315 -0.466027 -0.1232 0.0007 0.1250
H -0.007825 -2.708417 -0.286648 0.0766 -0.3558 0.3159
```
Positions in Å, forces in eV/Å.

***

(2)
The molecule C5H8N2. Source: the OMol25 dataset; level of theory: the ωB97M-V functional and the def2-TZVPD basis.

## Properties
Calculated total energy in eV: -8294.51798
Energy above the lowest of the compared OMol25 structures with the same formula, charge and spin in kcal/mol: 11.0
Max |F| in Eh/bohr: 0.005
2S+1: 1
HOMO-LUMO gap in eV: 8.5
Highest occupied orbital energy in eV: -7.406
Structure (SMILES): Cn1ccc(N)c1
LUMO in eV: 1.047
Net charge: 0

XYZ file:
```
15
Properties=species:S:1:pos:R:3:forces:R:3
C -1.577111 1.086957 -1.322349 -0.1024 0.0284 -0.0475
N -0.492662 0.535213 -0.541143 0.1722 0.0310 0.1170
C 0.665080 1.177321 -0.216720 -0.1042 0.0038 -0.0240
C 1.401788 0.364268 0.613368 0.0068 -0.0602 0.0525
C 0.654283 -0.832288 0.802488 -0.0621 0.1764 -0.1399
N 1.000521 -1.898439 1.658613 0.0743 -0.1017 -0.1134
C -0.502490 -0.702952 0.070384 -0.0521 0.0098 0.0362
H -1.340835 1.107900 -2.391610 -0.0121 -0.0064 0.1341
H -2.466359 0.467912 -1.174149 0.1495 0.1313 -0.0390
H -1.805475 2.104992 -0.986007 0.0352 -0.2039 -0.0856
H 0.876680 2.170905 -0.592603 -0.0562 -0.1842 0.0748
H 2.361529 0.601182 1.054390 -0.1374 -0.0245 -0.0767
H 2.001743 -2.037285 1.702036 -0.0881 -0.0009 -0.0021
H 0.561560 -2.767302 1.380699 0.0593 0.0838 0.0631
H -1.338252 -1.378382 -0.057396 0.1174 0.1173 0.0505
```
Positions in Å, forces in eV/Å.

***

(3)
The molecule C7H9N3. Source: the OMol25 dataset; level of theory: the ωB97M-V functional and the def2-TZVPD basis.

## Properties
Calculated total energy in eV: -11870.74690
Energy above the lowest of the compared OMol25 structures with the same formula, charge and spin in kcal/mol: 109.4
Max |F| in Eh/bohr: 0.084
2S+1: 1
HOMO-LUMO gap (spin up / spin down) in eV: 8.2 / 7.9
Highest occupied orbital energy (spin up / spin down) in eV: -8.888 / -8.617
LUMO (spin up / spin down) in eV: -0.724 / -0.742
Net charge: 0

XYZ file:
```
19
Properties=species:S:1:pos:R:3:forces:R:3
C 1.784017 -0.055539 -1.315620 1.1604 0.3806 -1.2990
C 2.215784 -0.285060 1.851102 -1.7374 3.2459 -0.8528
C 1.958968 1.275146 1.851828 0.4663 -0.4529 -1.3757
C 1.059725 -0.316928 -0.186202 -0.7513 0.5605 4.2091
C -2.779581 -0.294423 -0.884566 -2.3829 -0.1062 1.6352
C -0.413505 -0.609914 -0.199891 -0.2265 2.4447 0.6606
C -1.368790 0.263520 -1.045530 0.8185 -3.5608 -1.0700
N 2.370936 0.228876 -2.255740 0.3949 0.0697 -0.8184
N 1.688101 -0.861682 0.917641 -0.4426 -1.9863 -3.1517
N 1.548229 1.768218 0.786209 -0.6537 -0.9372 0.5029
H 2.768445 -0.741144 2.561155 1.6765 -1.5390 2.4058
H 2.312902 1.776272 2.748072 -0.0495 0.3473 -0.0210
H -3.041961 -1.229280 -1.423360 0.9790 0.2979 0.1670
H -3.644505 0.361023 -1.257549 1.4759 -0.3726 0.8186
H -2.986012 -0.575075 0.260488 0.3071 0.8688 -2.3748
H -0.631492 -1.593523 -0.425974 0.0373 -2.3839 -0.5159
H -0.653630 -0.470221 0.844409 -0.4986 -0.0843 0.4346
H -1.182320 1.221179 -0.751933 -0.2131 2.8821 0.6824
H -1.005309 0.138554 -2.074538 -0.3603 0.3258 -0.0371
```
Positions in Å, forces in eV/Å.

***

(4)
The molecule C4H3NO. Source: the OMol25 dataset; level of theory: the ωB97M-V functional and the def2-TZVPD basis.

## Properties
Calculated total energy in eV: -7730.31856
Energy above the lowest of the compared OMol25 structures with the same formula, charge and spin in kcal/mol: 55.9
Max |F| in Eh/bohr: 0.013
2S+1: 1
HOMO-LUMO gap in eV: 9.2
Highest occupied orbital energy in eV: -8.669
Structure (SMILES): C#CC(O)=C=N
LUMO in eV: 0.577
Net charge: 0

XYZ file:
```
9
Properties=species:S:1:pos:R:3:forces:R:3
C 2.336109 0.290730 -0.167461 -0.4399 0.0553 0.0270
C 1.134106 0.353702 -0.091422 0.4687 -0.0018 -0.0390
C -0.294354 0.367446 -0.045449 0.0598 -0.3542 0.0775
O -1.012041 1.396078 -0.637948 -0.0405 0.2372 0.1423
C -0.954358 -0.692822 0.387143 -0.1874 -0.3202 -0.0893
N -1.593458 -1.665079 0.770779 0.3537 0.5383 -0.2335
H 3.398486 0.228644 -0.252120 -0.1809 0.0394 0.0464
H -1.264641 2.031106 0.043506 0.0783 0.0150 -0.0888
H -1.749849 -2.309809 -0.007024 -0.1117 -0.2090 0.1574
```
Positions in Å, forces in eV/Å.